# 1
{"formula": "C19H20O6", "method": "the ωB97M-V functional and the def2-TZVPD basis", "symbols": ["C", "C", "C", "C", "C", "C", "C", "O", "O", "H", "H", "H", "H", "H", "H", "H", "H", "H", "H", "H", "H", "C", "C", "C", "O", "C", "C", "C", "O", "H", "H", "H", "H", "C", "C", "C", "O", "C", "C", "C", "O", "H", "H", "H", "H"], "xyz": [[5.78705, 0.28675, -0.00358], [5.20898, -1.12129, -0.16589], [3.80277, -1.36926, 0.38773], [2.63195, -1.00868, -0.52931], [2.71659, 0.26697, -1.37704], [2.34355, 1.30663, -0.33797], [1.29558, 0.59232, 0.46922], [0.44752, 1.03050, 1.19352], [1.42213, -0.74243, 0.25157], [5.96397, 0.51719, 1.05097], [5.15998, 1.07086, -0.42923], [6.75102, 0.34233, -0.51858], [5.27218, -1.42930, -1.21532], [5.88036, -1.79339, 0.38027], [3.65682, -0.89139, 1.36168], [3.71890, -2.44619, 0.56979], [2.34308, -1.85180, -1.16033], [1.95445, 0.17054, -2.15103], [3.67181, 0.42739, -1.87947], [2.10621, 2.32041, -0.65066], [3.17172, 1.41897, 0.38064], [-2.50617, -1.21767, -1.26004], [-1.33126, -0.64276, -1.50176], [-1.16398, 0.31942, -2.62006], [-0.09234, 0.85848, -2.82022], [-2.34240, 0.60647, -3.47219], [-3.51522, 0.02682, -3.23251], [-3.69144, -0.92776, -2.10536], [-4.76346, -1.44888, -1.89086], [-2.65616, -1.91776, -0.44774], [-0.44188, -0.83138, -0.90854], [-2.19224, 1.30965, -4.28150], [-4.39424, 0.21963, -3.83412], [-3.27228, 1.67624, 2.07068], [-2.44117, 0.80331, 2.63502], [-2.95779, -0.39772, 3.34007], [-2.20961, -1.20054, 3.85474], [-4.43161, -0.58481, 3.39130], [-5.25838, 0.29037, 2.82667], [-4.74280, 1.49112, 2.11988], [-5.49908, 2.28595, 1.60322], [-2.91953, 2.55702, 1.54901], [-1.36607, 0.91992, 2.59788], [-4.78281, -1.46807, 3.90974], [-6.33468, 0.17580, 2.84968]], "atomic_forces_ev_per_a": [[0.070, -0.039, -0.105], [0.239, 0.012, 0.184], [-0.192, -0.321, -0.063], [-0.490, 0.224, -0.556], [0.284, -0.249, -0.144], [0.633, 0.191, 0.440], [-0.374, -0.004, -0.190], [0.052, 0.063, -0.054], [0.422, -0.097, 0.395], [-0.097, 0.017, -0.081], [-0.002, -0.053, 0.049], [-0.060, 0.022, 0.113], [-0.132, 0.012, 0.048], [-0.048, -0.006, -0.157], [0.136, 0.102, -0.084], [-0.061, 0.139, 0.159], [0.269, -0.044, 0.073], [0.023, 0.317, 0.105], [0.007, -0.059, 0.231], [-0.431, -0.220, -0.142], [0.019, 0.038, -0.181], [0.028, 0.012, 0.001], [0.066, 0.019, -0.037], [0.037, 0.015, 0.091], [-0.159, 0.003, -0.067], [-0.029, -0.003, 0.004], [0.017, 0.022, -0.005], [0.010, 0.010, -0.002], [-0.022, -0.012, 0.008], [-0.017, -0.002, 0.002], [-0.197, -0.044, -0.017], [0.023, -0.002, 0.004], [-0.018, -0.015, 0.018], [0.006, -0.020, -0.008], [0.011, 0.010, 0.028], [-0.025, 0.023, -0.015], [0.005, -0.017, 0.009], [-0.021, 0.010, -0.014], [0.001, -0.028, 0.013], [0.006, 0.000, -0.008], [-0.007, 0.007, -0.008], [-0.008, 0.007, -0.004], [0.004, -0.051, -0.023], [0.023, -0.006, 0.006], [-0.003, 0.019, -0.017]], "homo_lumo_gap_ev": 8.41, "smiles": "CCC[C@@H]1CCC(=O)O1.O=C1C=CC(=O)C=C1.O=C1C=CC(=O)C=C1", "homo_energy_ev": -9.92}

***

# 2
{"formula": "C37H34N4O6P2S2Tc", "method": "the ωB97M-V functional and the def2-TZVPD basis", "symbols": ["Tc", "O", "C", "O", "C", "C", "C", "C", "C", "O", "C", "C", "O", "O", "H", "H", "H", "H", "H", "H", "H", "H", "N", "P", "C", "C", "C", "C", "C", "C", "C", "C", "C", "C", "C", "C", "P", "C", "C", "C", "C", "C", "C", "C", "C", "C", "C", "C", "C", "H", "H", "H", "H", "H", "H", "H", "H", "H", "H", "H", "H", "H", "H", "H", "H", "H", "H", "H", "H", "H", "C", "C", "C", "C", "N", "C", "S", "N", "H", "H", "H", "H", "H", "O", "S", "N"], "xyz": [[0.78576, 0.35805, 0.43230], [-0.10743, 3.64298, 3.22565], [-0.30589, 3.21607, 2.11731], [-1.23343, 2.30673, 1.89304], [0.40939, 3.87561, 0.92434], [0.04740, 3.43908, -0.51334], [0.31407, 4.62164, -1.45371], [1.84906, 4.70708, -1.35331], [2.17161, 3.41175, -0.56761], [1.09251, 2.55047, -0.90081], [1.94476, 3.66902, 0.93339], [2.46088, 2.47073, 1.78151], [3.52118, 2.59121, 2.36123], [1.73864, 1.40963, 1.78773], [0.19523, 4.94151, 1.05847], [-0.92525, 2.96088, -0.61700], [-0.20294, 5.52931, -1.15419], [0.00873, 4.35299, -2.46405], [2.17464, 5.59063, -0.81040], [2.32458, 4.70482, -2.33294], [3.12411, 2.94840, -0.81465], [2.49556, 4.54216, 1.27960], [-2.02456, -0.96789, -0.07271], [-1.45816, 0.80887, 0.99651], [-2.99064, 1.48026, 0.25302], [-3.22760, 1.41842, -1.11307], [-4.44134, 1.83151, -1.62971], [-5.43528, 2.29310, -0.78228], [-5.18727, 2.39915, 0.57744], [-3.96613, 2.00620, 1.09212], [-2.05272, -0.07653, 2.47487], [-1.14719, -0.21277, 3.51981], [-1.48572, -0.94905, 4.64135], [-2.71882, -1.57750, 4.71456], [-3.62378, -1.44160, 3.67483], [-3.29792, -0.68752, 2.56218], [-1.00614, -1.69703, -1.05954], [-1.64964, -2.09031, -2.70691], [-2.29117, -3.29840, -2.94297], [-2.75705, -3.59299, -4.21184], [-2.58432, -2.68243, -5.24105], [-1.97208, -1.46295, -4.99789], [-1.50721, -1.16420, -3.73009], [-0.29592, -3.20658, -0.34442], [0.42058, -4.12468, -1.10243], [1.06046, -5.17616, -0.47077], [0.96998, -5.31730, 0.90426], [0.23082, -4.41647, 1.65522], [-0.39976, -3.35558, 1.03299], [-2.94456, -1.38397, -0.03884], [-2.46566, 1.00190, -1.75720], [-4.61710, 1.78297, -2.69433], [-6.40281, 2.56456, -1.17557], [-5.94984, 2.78036, 1.24158], [-3.76651, 2.08346, 2.15019], [-0.18138, 0.27125, 3.43636], [-0.78234, -1.04550, 5.45444], [-2.97696, -2.16883, 5.57946], [-4.58220, -1.93406, 3.72688], [-4.01020, -0.57609, 1.75608], [-2.40954, -4.00184, -2.13049], [-3.24540, -4.53666, -4.40199], [-2.92784, -2.92338, -6.23609], [-1.84690, -0.75133, -5.80071], [-1.01312, -0.22348, -3.52590], [0.49671, -3.99429, -2.17108], [1.63585, -5.87985, -1.05450], [1.48373, -6.13125, 1.39408], [0.15039, -4.54001, 2.72462], [-0.97452, -2.63175, 1.59488], [6.23874, 1.18444, 1.39406], [5.86399, -0.06037, 0.67623], [6.78605, -1.00002, 0.20488], [6.28297, -2.08519, -0.49386], [4.98373, -2.28581, -0.65524], [4.19592, -1.36756, -0.12537], [2.46444, -1.69827, -0.06340], [4.56560, -0.25651, 0.47465], [7.26703, 1.15234, 1.74144], [5.55372, 1.35350, 2.22351], [6.10664, 2.03791, 0.72989], [7.84373, -0.89033, 0.37708], [6.92321, -2.84008, -0.93243], [1.41709, -2.04364, -2.90971], [1.60061, -0.94851, -1.98047], [0.19213, -0.59446, -1.23918]], "atomic_forces_ev_per_a": [[0.590, 0.215, 0.582], [0.150, -0.020, -0.041], [0.321, 0.498, -0.117], [-0.434, -0.373, 0.042], [-0.154, -0.266, 0.183], [-0.759, 0.617, 0.112], [-0.132, -0.237, 0.004], [0.113, -0.206, -0.021], [0.743, 0.592, 0.193], [-0.112, -0.847, 0.018], [0.263, -0.403, 0.260], [0.611, 1.424, -0.275], [-0.071, -0.061, 0.029], [-0.345, -0.518, 0.641], [-0.014, -0.163, -0.045], [0.107, 0.041, -0.090], [-0.020, 0.052, 0.021], [-0.073, 0.043, -0.005], [0.122, 0.032, 0.025], [-0.006, 0.019, 0.016], [-0.028, -0.096, 0.010], [-0.072, -0.046, -0.029], [0.519, -0.235, -0.355], [-0.632, 0.143, 0.124], [0.129, 0.020, -0.113], [0.093, -0.033, 0.076], [-0.050, 0.062, -0.160], [-0.016, 0.056, 0.067], [-0.153, 0.031, -0.036], [0.178, 0.045, 0.008], [0.214, -0.096, 0.060], [-0.040, 0.145, -0.149], [0.040, -0.146, 0.110], [0.082, 0.055, 0.030], [-0.074, -0.031, -0.028], [0.102, 0.032, -0.035], [-0.642, -0.599, -0.024], [0.069, -0.028, 0.515], [0.033, 0.034, 0.112], [-0.058, -0.097, -0.040], [-0.033, 0.006, -0.008], [0.005, 0.081, -0.030], [0.020, 0.095, -0.008], [-0.416, 0.313, -0.343], [-0.049, -0.166, -0.070], [-0.021, -0.041, -0.116], [0.057, 0.000, 0.040], [0.048, -0.021, 0.107], [-0.101, 0.046, 0.019], [-0.150, 0.067, 0.098], [0.004, 0.017, -0.114], [-0.031, -0.049, -0.094], [-0.077, 0.097, -0.074], [-0.060, 0.013, 0.034], [-0.029, 0.046, 0.098], [0.067, 0.017, 0.134], [0.085, 0.000, 0.073], [-0.020, -0.054, 0.109], [-0.150, -0.028, 0.019], [-0.070, -0.034, 0.000], [-0.011, -0.149, -0.005], [-0.042, -0.089, -0.009], [-0.044, -0.013, -0.074], [0.018, 0.053, -0.048], [0.030, 0.044, -0.086], [0.034, -0.059, -0.030], [0.038, -0.049, -0.021], [0.016, -0.087, 0.048], [0.002, 0.013, 0.102], [-0.034, 0.029, 0.145], [0.040, 0.105, 0.147], [0.378, -0.269, -0.226], [-0.260, 0.002, 0.006], [0.256, 0.176, 0.097], [-0.423, -0.385, -0.156], [0.221, 0.282, -0.109], [-0.679, 0.145, 0.200], [-0.286, 0.370, 0.230], [0.106, 0.041, 0.001], [0.005, -0.018, 0.006], [0.056, 0.071, -0.059], [0.125, 0.061, -0.003], [0.158, 0.035, 0.024], [0.046, -0.405, -0.548], [0.523, 0.347, -0.156], [0.056, -0.307, -1.029]], "homo_lumo_gap_ev": [7.79, 7.29], "spin_multiplicity": 4, "homo_energy_ev": [-7.91, -7.56]}

***

# 3
{"formula": "C26H26AlN4O8P2", "method": "the ωB97M-V functional and the def2-TZVPD basis", "symbols": ["C", "C", "C", "C", "C", "C", "C", "C", "C", "C", "C", "C", "C", "H", "H", "H", "H", "H", "H", "H", "N", "Al", "C", "H", "H", "C", "H", "H", "P", "P", "C", "H", "H", "H", "C", "H", "H", "H", "C", "H", "H", "H", "C", "H", "H", "H", "C", "O", "H", "O", "N", "O", "C", "C", "C", "C", "O", "C", "C", "N", "O", "O", "N", "O", "O", "H", "H"], "xyz": [[-3.26860, -3.56680, -0.50315], [-2.04107, -2.94675, -0.72533], [-1.99523, -1.71630, -1.44397], [-3.21009, -1.17742, -1.90200], [-4.43562, -1.81893, -1.71087], [-4.45455, -3.00069, -0.97574], [-3.12216, 0.19463, -2.50025], [-1.92280, 0.21562, -3.40997], [-0.75988, -0.37511, -2.88324], [0.48126, -0.13560, -3.55671], [0.50280, 0.68178, -4.68873], [-0.66238, 1.29451, -5.16753], [-1.88634, 1.02751, -4.55675], [-3.30150, -4.43388, 0.15597], [-5.34862, -1.35682, -2.10827], [-5.41192, -3.46604, -0.76521], [-4.04541, 0.58856, -2.96317], [1.46859, 0.94519, -5.11917], [-0.62058, 1.96910, -6.03081], [-2.81893, 1.50995, -4.89310], [-0.82103, -0.91814, -1.56080], [-0.13809, -0.01261, 0.15973], [-0.78681, -3.44485, -0.09638], [0.03415, -3.59446, -0.80824], [-0.97107, -4.33027, 0.51018], [1.73603, -0.68436, -2.96127], [1.69630, -1.76747, -2.78226], [2.61585, -0.38960, -3.53958], [-0.29355, -2.11787, 1.05735], [1.85946, 0.12350, -1.31456], [2.55981, 1.76278, -1.72120], [2.67327, 2.33094, -0.78181], [3.54994, 1.60579, -2.19067], [1.89612, 2.31393, -2.40734], [3.28493, -0.77198, -0.62887], [4.18973, -0.45652, -1.17942], [3.39104, -0.53423, 0.44293], [3.10474, -1.85441, -0.74643], [-1.56325, -2.03860, 2.33715], [-1.66584, -3.03923, 2.77525], [-1.24213, -1.32375, 3.10504], [-2.52495, -1.70817, 1.92692], [1.20184, -2.73022, 1.82947], [1.66775, -1.91268, 2.40194], [0.91767, -3.56503, 2.48947], [1.90359, -3.06137, 1.04631], [-0.64169, 2.01040, -0.78148], [-0.66683, 3.09588, -1.15374], [-2.96642, 0.88282, -1.70020], [0.77163, 5.04323, 5.81283], [1.71016, 4.31419, 5.43136], [2.87743, 4.36972, 5.89096], [1.43090, 3.32733, 4.41360], [0.15348, 3.14336, 3.84011], [-0.06454, 2.11819, 2.89147], [1.05642, 1.34769, 2.47353], [1.10760, 0.66530, 1.34863], [2.28101, 1.47565, 3.16046], [2.51385, 2.52288, 4.03521], [3.40118, 0.57902, 2.79208], [4.55425, 1.03264, 2.94214], [3.23269, -0.60794, 2.42702], [-1.32522, 2.02040, 2.20193], [-2.22955, 2.78832, 2.49908], [-1.52480, 1.09272, 1.26415], [-0.61706, 3.83235, 4.16700], [3.52302, 2.63218, 4.42890]], "atomic_forces_ev_per_a": [[-0.163, 0.457, 0.266], [-0.284, 0.861, -0.907], [-1.201, -0.243, 0.914], [-0.623, -0.063, 0.037], [0.567, -0.103, 0.088], [-0.187, -0.103, -0.187], [-0.308, -0.674, -1.095], [0.204, 0.965, -0.097], [0.476, 1.733, -0.151], [-1.182, -0.358, -0.054], [-0.222, 0.355, 0.392], [-0.153, -0.241, -0.314], [0.129, -0.185, 0.290], [-0.037, -0.004, -0.338], [0.373, -0.291, 0.298], [0.167, -0.102, 0.006], [0.342, -0.641, -0.083], [-0.208, -0.223, -0.108], [0.047, -0.318, 0.394], [0.604, -0.273, 0.117], [0.001, -0.565, 0.204], [0.248, 0.371, -2.394], [0.056, 0.607, 0.353], [-0.159, -0.067, 0.127], [0.144, -0.211, -0.129], [-0.299, 0.476, 0.613], [0.028, 0.233, -0.215], [-0.036, -0.297, 0.009], [-0.042, -0.810, 0.214], [0.922, -0.350, -0.444], [0.085, 0.048, 0.142], [0.061, -0.087, -0.432], [-0.486, 0.243, 0.219], [0.271, -0.203, 0.246], [0.199, 0.215, 0.389], [-0.314, -0.373, 0.261], [0.140, -0.266, -0.695], [0.215, 0.426, 0.052], [-0.096, -0.335, 0.297], [-0.147, 0.266, 0.111], [-0.082, -0.202, -0.064], [0.234, -0.115, 0.014], [0.225, 0.081, 0.508], [-0.155, -0.601, -0.169], [0.331, 0.170, -0.228], [-0.243, 0.066, 0.390], [0.472, 3.407, -1.769], [-0.152, -3.098, 1.080], [0.463, 0.720, 0.954], [1.711, -1.556, -0.965], [0.382, 2.222, 2.256], [-2.661, -0.243, -1.221], [-0.495, -1.133, -1.244], [0.829, 0.275, 0.832], [0.881, 0.523, 0.131], [0.134, -0.861, -2.111], [-0.887, 0.408, 1.301], [0.054, 0.433, 0.219], [-0.012, -1.182, -0.151], [2.882, -1.182, 0.086], [-2.498, -0.306, -0.272], [-0.488, 2.664, 1.090], [-1.716, -0.267, -0.689], [1.816, -1.708, -0.790], [0.371, 1.578, 2.480], [-0.173, -0.196, -0.140], [-0.355, 0.233, 0.075]], "homo_lumo_gap_ev": 4.88, "charge": 1, "homo_energy_ev": -10.41}

***

Values of E, in order: -32310.482; -99613.994; -74887.787, all in eV.
Values of ΔE to the lowest compared entry with this formula, charge and spin, in order: 1.536; 0.000; 0.258, all in eV.